Record 1
Here is a cluster of 3 separate species, C4H15N2O2 in total at a distorted geometry from the OMol25 dataset. Energies are from wB97M-V/def2-TZVPD.

Summary:
Molecular weight   123.18 g/mol
Gap between HOMO and LUMO   0.388 Ha
E_LUMO   -2.715 eV
Calculated total energy   -11460.167 eV
Relative energy (zero: lowest compared OMol25 entry of this formula, charge and spin)   25.15 kcal per mole

ORCA input file:
```
! wB97M-V def2-TZVPD RIJCOSX def2/J DEFGRID3
* xyz 1 1
C 1.42397 -0.96594 -0.58641
C 1.80901 0.01517 0.52782
C 0.77238 1.07837 0.74814
C 0.79519 2.33793 0.35202
N -0.42272 0.58661 1.44203
N 0.09576 -1.52274 -0.27124
H 1.48211 -0.54561 -1.58789
H 2.18864 -1.74411 -0.60730
H 2.81477 0.42798 0.48246
H 1.79185 -0.53074 1.48235
H 1.77884 2.73233 0.16491
H 0.00583 3.07439 0.40099
H -0.24614 0.16344 2.35247
H -0.78856 -0.22122 0.88413
H -1.19537 1.25752 1.52739
H 0.22095 -2.35508 0.28995
H -0.44134 -1.74444 -1.10148
H -3.37459 2.23431 0.49731
H -3.89815 1.69849 1.83203
O -3.09995 1.77146 1.29693
H -0.04865 -3.14544 -3.17341
H -1.21590 -2.33408 -3.76365
O -0.44795 -2.26861 -3.18956
*
```

---

Record 2
Here is a cluster of 3 separate species, CH6N2OSSi in total at a distorted geometry from the OMol25 dataset. Energies are from wB97M-V/def2-TZVPD.

Summary:
Molecular weight   122.22 g/mol
Gap between HOMO and LUMO   0.368 Ha
E_LUMO   0.646 eV
Calculated total energy   -24874.635 eV
Relative energy (zero: lowest compared OMol25 entry of this formula, charge and spin)   29.66 kcal per mole

ORCA input file:
```
! wB97M-V def2-TZVPD RIJCOSX def2/J DEFGRID3
* xyz 0 1
C -1.23779 0.51587 0.17239
N -2.48261 0.65910 -0.29746
N -0.60488 1.31050 1.02003
O -0.45357 -0.39583 -0.31610
Si 0.72711 0.28642 0.97468
S 2.54802 0.72060 0.00324
H -2.94756 1.64263 -0.19543
H -2.58014 -0.05915 -1.07947
H 1.94270 -3.18919 -0.52667
H 1.03809 -0.70258 1.95878
H 1.97906 -2.34834 -0.94197
H 2.07157 1.55997 -0.77203
*
```

---

Record 3
Here is a structure of composition C15H29INO2P2Sc at a distorted geometry from the OMol25 dataset. Energies are from wB97M-V/def2-TZVPD.

Summary:
Molecular weight   489.21 g/mol
Gap between HOMO and LUMO (alpha / beta)   0.298 / 0.223 Ha
E_LUMO (alpha / beta)   -6.937 / -7.486 eV
Calculated total energy   -68973.831 eV
Relative energy (zero: lowest compared OMol25 entry of this formula, charge and spin)   98.79 kcal per mole

ORCA input file:
```
! wB97M-V def2-TZVPD RIJCOSX def2/J DEFGRID3
* xyz 2 1
C 2.78122 2.05505 -0.57034
C 2.10212 0.86927 -0.03289
H 3.50044 1.73384 -1.35206
H 3.35776 2.61277 0.19066
H 2.03007 2.71618 -1.03708
O 1.14432 0.32625 -0.78331
I -0.24149 2.84567 1.38510
Sc -0.67104 0.53600 -0.08729
P -1.32479 1.96782 -2.12100
C -2.07430 1.15421 -3.57418
C -2.55562 3.26424 -1.72140
H -2.70979 3.91398 -2.59432
H -0.45384 3.48666 -3.81251
H -2.19288 3.85429 -0.86923
H 0.37518 3.71966 -2.23511
H -3.01882 0.66992 -3.29087
H -3.50452 2.78540 -1.44556
C -0.02385 2.97353 -2.93549
H -2.26151 1.89686 -4.36436
H 0.79419 2.31651 -3.26703
H -1.37552 0.39721 -3.95573
P 2.77369 -0.11907 1.29947
C 2.27878 -1.81954 0.97692
C 4.54082 0.05622 1.40739
H 1.67954 1.44164 2.76863
H 2.63415 0.20065 3.67189
H 1.02967 -0.20592 2.95674
C 1.95702 0.37455 2.81985
H 4.81238 1.09485 1.64885
H 4.90747 -0.60849 2.20520
H 2.93180 -2.50218 1.54700
H 2.35535 -2.07330 -0.09004
H 5.00812 -0.23520 0.45467
H 1.24590 -1.99668 1.33045
C -0.45554 -2.34933 -0.72726
O 0.00400 -3.35305 -1.13770
C -3.57058 -1.76241 -1.37034
C -2.67077 -1.95644 -0.21328
C -3.00141 -2.46891 0.98497
C -2.10366 -2.62924 2.10341
C -0.83438 -2.27365 2.23032
C -0.07109 -2.53170 3.46958
N -1.34004 -1.49341 -0.41980
H -3.09352 -2.05023 -2.32152
H -3.92758 -0.71497 -1.44392
H -4.46014 -2.38983 -1.22533
H -4.03992 -2.77573 1.13649
H -2.61391 -3.12047 2.94857
H -0.37274 -1.82423 4.26213
H -0.28996 -3.53864 3.85670
H 1.00923 -2.47060 3.34396
*
```

---

Record 4
Here is a cluster of 2 separate species, C2H10O2Si2 in total at a distorted geometry from the OMol25 dataset. Energies are from wB97M-V/def2-TZVPD.

Summary:
Molecular weight   122.27 g/mol
Gap between HOMO and LUMO   0.312 Ha
E_LUMO   -0.213 eV
Calculated total energy   -22085.128 eV
Relative energy (zero: lowest compared OMol25 entry of this formula, charge and spin)   120.85 kcal per mole

ORCA input file:
```
! wB97M-V def2-TZVPD RIJCOSX def2/J DEFGRID3
* xyz 0 1
C 3.09154 0.37552 -0.73146
C 2.24266 -0.60823 0.10396
O -4.35448 1.19518 -1.00974
O 0.90406 -0.29256 0.09889
Si -4.85701 -0.32005 -0.53545
Si -0.51170 -0.60131 0.83208
H 4.04176 -0.23842 -1.02011
H 2.79813 0.64119 -1.74963
H 3.42914 1.29865 -0.30468
H 2.66963 -0.49843 1.18457
H 2.42527 -1.63697 -0.26303
H -4.07903 1.91473 -0.42492
H -0.44652 -1.72263 1.89149
H -5.36881 0.13038 0.80866
H -0.79246 0.59921 1.54868
H -1.48181 -0.77724 -0.20479
*
```

---

Record 5
Here is a cluster of 8 separate species, C30H76NO7PS2 in total from the OMol25 dataset. Energies are from wB97M-V/def2-TZVPD.

Summary:
Molecular weight   658.05 g/mol
Gap between HOMO and LUMO   0.307 Ha
E_LUMO   -0.138 eV
SMILES   CCCCN(CCCCP[C@@H](C)CC)C(=S)SCCC.CCO.CCO.CCO.CCO.CCO.CCO.CCO
Calculated total energy   -79122.451 eV

ORCA input file:
```
! wB97M-V def2-TZVPD RIJCOSX def2/J DEFGRID3
* xyz 0 1
C 2.67292 -1.84142 -0.59045
C 1.23247 -1.42430 -0.25197
C 0.78911 -1.94205 1.12613
C -0.50495 -1.36134 1.64341
N -0.50428 0.02440 2.14973
C -1.83751 0.27958 2.70298
C -2.16397 1.73778 3.01446
C -3.03509 2.34304 1.90992
C -2.32119 2.39727 0.53350
P -2.88315 1.10801 -0.65547
C -2.01652 1.57991 -2.23580
C -1.77782 0.30201 -3.09945
C -2.68489 2.66758 -3.09519
C -3.23888 3.90159 -2.38423
C 0.55482 0.23830 3.07334
S 0.56793 -0.26466 4.62582
S 2.00480 0.95302 2.43536
C 1.49506 1.95099 1.02401
C 2.74170 2.52032 0.32080
C 2.53676 2.69403 -1.19702
H 2.81734 -1.97957 -1.66808
H 3.40257 -1.10196 -0.24121
H 2.91799 -2.79735 -0.10737
H 1.13491 -0.33090 -0.29930
H 0.55364 -1.83934 -1.00964
H 1.60720 -1.84141 1.85083
H 0.61783 -3.02432 1.03128
H -0.91341 -2.00736 2.44251
H -1.23405 -1.36906 0.82039
H -2.02158 -0.38126 3.56533
H -2.51198 -0.05149 1.90120
H -2.70318 1.79124 3.96654
H -1.24967 2.33524 3.13399
H -3.35981 3.35014 2.18685
H -3.92878 1.70190 1.84578
H -1.26335 2.14558 0.67607
H -2.36304 3.40951 0.12324
H -4.17882 1.60266 -0.94166
H -1.02841 1.94553 -1.90968
H -2.03262 0.52624 -4.14277
H -0.73484 -0.02130 -3.05952
H -2.38023 -0.54649 -2.76002
H -3.48039 2.18815 -3.68110
H -1.92899 3.01811 -3.81623
H -3.66591 4.59641 -3.11702
H -2.44940 4.44092 -1.84454
H -4.02807 3.64722 -1.66766
H 0.90511 1.34222 0.33146
H 0.84814 2.75551 1.38603
H 3.59400 1.85255 0.50528
H 3.01106 3.48050 0.77483
H 1.46858 2.70543 -1.45333
H 2.98609 3.62233 -1.55989
H 3.00750 1.87694 -1.75492
C -1.70282 -4.95270 -3.50932
C -0.91172 -3.73816 -3.95280
O -0.84657 -2.73953 -2.93166
H -2.72044 -4.66839 -3.23874
H -1.75185 -5.70510 -4.29876
H -1.23522 -5.39824 -2.63014
H -1.38176 -3.26187 -4.81374
H 0.10360 -4.03231 -4.24509
H -0.40271 -3.14200 -2.17367
C 1.42765 -7.10156 -0.41758
C 1.49370 -5.87468 -1.30660
O 0.54222 -4.86943 -0.94097
H 0.42778 -7.53512 -0.44266
H 2.14296 -7.85520 -0.74923
H 1.66414 -6.84408 0.61594
H 1.24750 -6.13216 -2.33691
H 2.50360 -5.45320 -1.29792
H 0.73068 -4.59054 -0.03786
C -3.05498 0.77086 -7.61098
C -3.61428 -0.46783 -6.93720
O -2.59424 -1.33060 -6.44646
H -2.39616 0.49114 -8.43348
H -3.85730 1.39806 -8.00256
H -2.47697 1.36828 -6.90095
H -4.18504 -1.06676 -7.64677
H -4.29222 -0.18039 -6.12504
H -2.09114 -0.81809 -5.80502
C 5.18692 -1.82009 4.33583
C 5.11375 -0.75508 5.41461
O 5.01911 0.55729 4.87761
H 6.03925 -1.63925 3.68008
H 5.28719 -2.81508 4.77352
H 4.27987 -1.80860 3.72432
H 6.01952 -0.75774 6.02152
H 4.26729 -0.95502 6.08210
H 4.22644 0.57492 4.33362
C 2.53262 5.64426 -5.07951
C 3.27086 5.78220 -3.76229
O 4.23991 4.75840 -3.56594
H 2.04614 4.67035 -5.14122
H 1.77422 6.42138 -5.18401
H 3.22285 5.73314 -5.92177
H 2.57836 5.68390 -2.92576
H 3.73877 6.76982 -3.68887
H 4.88562 4.81459 -4.27548
C 1.52926 -4.62408 5.26196
C 1.69213 -4.07175 3.85987
O 0.76699 -4.67222 2.95265
H 1.66509 -5.70589 5.26315
H 2.25572 -4.17849 5.94352
H 0.53058 -4.40423 5.64692
H 2.68399 -4.29539 3.46700
H 1.56376 -2.98510 3.86200
H -0.11561 -4.47469 3.28117
C -3.47061 4.06446 7.27737
C -3.19897 4.48341 5.84607
O -4.05825 3.83703 4.91247
H -3.36842 2.98408 7.38184
H -2.77388 4.54860 7.96285
H -4.48435 4.34136 7.57676
H -2.19024 4.19565 5.54878
H -3.27692 5.57130 5.74529
H -4.96684 4.07072 5.12155
*
```

---

Question: Which formula does entry 3 have?
Answer: C15H29INO2P2Sc

---

Question: Which formula does entry 1 have?
Answer: C4H15N2O2

---

Question: The highest molecular weight belongs to which entry?
Answer: C30H76NO7PS2